# 1
Formula: C30H28CeClNPS
Source: the OMol25 dataset
Level of theory: ωB97M-V/def2-TZVPD

Last column: Löwdin spin population.
Cartesian coordinates (Å):
1 Ce 0.68 -0.23 1.76  0.98
2 Cl -1.40 0.70 2.94  -0.01
3 P -1.01 -1.00 -0.53  0.00
4 C -0.01 -1.21 -2.04  0.00
5 C -0.38 -0.65 -3.28  0.00
6 C 0.36 -0.93 -4.43  0.00
7 C 1.52 -1.71 -4.37  0.00
8 C 1.92 -2.21 -3.13  0.00
9 C 1.18 -1.97 -1.97  0.00
10 C -1.74 -2.68 -0.23  0.00
11 C -2.53 -2.81 0.93  0.00
12 C -3.17 -4.03 1.19  0.00
13 C -3.00 -5.11 0.32  0.00
14 C -2.21 -4.97 -0.82  0.00
15 C -1.57 -3.76 -1.10  0.00
16 C -2.50 -0.16 -1.13  0.00
17 C -2.88 1.09 -0.59  0.00
18 C -4.02 1.73 -1.07  0.00
19 C -4.80 1.13 -2.07  0.00
20 C -4.44 -0.12 -2.57  0.00
21 C -3.31 -0.77 -2.10  0.00
22 H -2.63 -1.97 1.62  0.00
23 H -3.78 -4.13 2.10  0.00
24 H -3.48 -6.06 0.56  0.00
25 H -2.08 -5.81 -1.50  0.00
26 H -0.95 -3.67 -1.98  0.00
27 H -1.24 0.02 -3.36  0.00
28 H 0.04 -0.52 -5.39  0.00
29 H 2.10 -1.92 -5.26  0.00
30 H 2.82 -2.81 -3.06  0.00
31 H 1.50 -2.39 -1.01  0.00
32 H -2.29 1.52 0.24  0.00
33 H -4.31 2.70 -0.65  0.00
34 H -5.70 1.64 -2.43  0.00
35 H -5.07 -0.59 -3.33  0.00
36 H -3.05 -1.76 -2.49  0.00
37 H 0.17 2.21 -4.55  0.00
38 H -0.46 2.50 -4.28  0.00
39 N 1.12 1.44 0.38  0.00
40 S 2.71 1.93 0.58  0.00
41 C 2.53 3.43 1.53  0.00
42 C 3.74 4.05 1.91  0.00
43 C 3.69 5.14 2.77  0.00
44 C 2.46 5.64 3.18  0.00
45 C 1.26 5.07 2.75  0.00
46 C 1.28 3.94 1.91  0.00
47 C 3.04 0.70 1.88  0.01
48 C 2.54 0.90 3.19  0.01
49 C 2.29 -0.22 4.01  0.00
50 C 2.49 -1.53 3.52  0.01
51 C 3.01 -1.73 2.22  0.00
52 C 3.29 -0.62 1.40  0.01
53 H 0.52 1.96 -0.28  0.00
54 H 4.68 3.63 1.54  0.00
55 H 4.63 5.58 3.09  0.00
56 H 2.43 6.51 3.83  0.00
57 H 0.29 5.48 3.05  0.00
58 H 0.36 3.47 1.57  0.00
59 H 2.36 1.90 3.59  0.00
60 H 1.96 -0.04 5.04  0.00
61 H 2.32 -2.40 4.17  0.00
62 H 3.17 -2.76 1.87  0.00
63 H 3.58 -0.74 0.35  0.00

Values from the calculation:
Spin multiplicity: 2
Total charge: +2
LUMO level (spin up / spin down), eV: -7.66 / -7.78


# 2
Formula: C43H41Br2ClCrN5O2SeTe
Source: the OMol25 dataset
Level of theory: ωB97M-V/def2-TZVPD

Last column: Löwdin spin population.
Cartesian coordinates (Å):
1 Cr -0.10 -1.23 -1.62  3.71
2 C 0.07 -2.22 -4.82  0.01
3 C -1.17 -2.70 -4.11  0.03
4 C -2.12 -3.49 -4.79  0.00
5 C -3.18 -4.03 -4.12  0.02
6 C -3.33 -3.78 -2.73  0.00
7 C -4.32 -4.33 -1.89  0.01
8 Br -5.61 -5.53 -2.59  0.00
9 C -4.37 -4.01 -0.57  0.00
10 C -3.46 -3.09 -0.02  0.01
11 Br -3.54 -2.65 1.81  0.00
12 C -2.48 -2.49 -0.78  0.01
13 O -1.63 -1.60 -0.36  0.03
14 C -2.39 -2.91 -2.15  0.01
15 N -1.32 -2.40 -2.84  0.01
16 H 0.66 -3.09 -5.14  0.00
17 H 0.69 -1.62 -4.17  0.01
18 H -0.20 -1.64 -5.70  0.00
19 H -2.00 -3.66 -5.85  0.00
20 H -3.90 -4.64 -4.64  0.00
21 H -5.11 -4.47 0.07  0.00
22 C 0.12 2.71 -5.11  0.00
23 N -1.27 3.11 -5.19  0.00
24 C -1.72 4.37 -5.57  0.00
25 C -3.06 4.34 -5.53  0.00
26 N -3.42 3.06 -5.13  0.00
27 C -4.78 2.57 -4.98  0.00
28 C -2.32 2.29 -4.93  0.00
29 Se -2.30 0.53 -4.40  0.01
30 H 0.68 3.19 -5.91  0.00
31 H 0.18 1.63 -5.21  0.00
32 H 0.55 3.00 -4.15  0.00
33 H -1.05 5.17 -5.82  0.00
34 H -3.79 5.10 -5.74  0.00
35 H -5.47 3.32 -5.36  0.00
36 H -5.00 2.36 -3.93  0.00
37 H -4.90 1.64 -5.53  0.00
38 C 0.39 0.30 8.46  0.00
39 C 0.37 0.16 6.96  0.00
40 C 1.51 -0.17 6.24  0.00
41 C 1.50 -0.31 4.86  0.01
42 C 2.81 -0.65 4.19  0.01
43 C 0.29 -0.11 4.16  0.14
44 Te 0.18 -0.36 1.95  0.37
45 N 1.06 -0.99 0.03  0.27
46 C 1.85 -1.95 -0.40  0.04
47 O 1.87 -2.16 -1.68  0.06
48 C 2.71 -2.78 0.50  0.01
49 C 2.15 -3.47 1.57  0.01
50 C 2.95 -4.27 2.38  0.00
51 C 4.31 -4.37 2.14  0.00
52 C 4.87 -3.69 1.06  0.00
53 C 4.07 -2.91 0.24  0.00
54 C 1.50 1.31 1.78  0.01
55 C 2.79 1.12 1.29  0.00
56 C 3.67 2.18 1.15  0.00
57 C 3.26 3.46 1.48  0.00
58 C 1.97 3.66 1.97  0.00
59 C 1.08 2.60 2.12  0.00
60 C -0.30 2.90 2.68  0.01
61 C -0.88 0.19 4.87  0.03
62 C -2.24 0.39 4.23  0.01
63 C -0.82 0.33 6.25  0.01
64 H 1.38 0.05 8.86  0.00
65 H -0.34 -0.36 8.93  0.00
66 H 0.15 1.32 8.76  0.00
67 H 2.45 -0.32 6.78  0.00
68 H 3.43 -1.27 4.84  0.00
69 H 3.37 0.26 3.96  0.00
70 H 2.67 -1.18 3.25  0.01
71 H 1.08 -3.40 1.76  0.01
72 H 2.50 -4.82 3.21  0.00
73 H 4.93 -4.99 2.77  0.00
74 H 5.93 -3.77 0.87  0.00
75 H 4.49 -2.39 -0.61  0.00
76 H 3.12 0.12 1.03  0.00
77 H 4.68 2.00 0.77  0.00
78 H 3.93 4.30 1.37  0.00
79 H 1.65 4.66 2.23  0.00
80 H -0.57 3.94 2.49  0.00
81 H -0.32 2.74 3.76  0.00
82 H -1.06 2.26 2.24  0.01
83 H -2.24 0.21 3.16  0.00
84 H -2.59 1.41 4.39  0.00
85 H -2.98 -0.28 4.67  0.00
86 H -1.73 0.58 6.80  0.00
87 Cl -1.28 4.13 -0.69  0.00
88 C -0.07 3.01 -1.22  0.00
89 C 1.26 3.39 -1.26  0.01
90 C 2.17 2.45 -1.71  0.00
91 C 1.72 1.19 -2.08  0.02
92 N 0.44 0.84 -2.03  0.04
93 C -0.45 1.74 -1.60  0.02
94 H 1.56 4.37 -0.94  0.00
95 H 3.23 2.69 -1.77  0.00
96 H 2.41 0.42 -2.41  0.00
97 H -1.49 1.43 -1.57  0.00

Values from the calculation:
Spin multiplicity: 6
Total charge: 0
LUMO level (spin up / spin down), eV: 0.36 / -0.66


# 3
Formula: C19H44ClNP2Tc
Source: the OMol25 dataset
Level of theory: ωB97M-V/def2-TZVPD

Last column: Löwdin spin population.
Cartesian coordinates (Å):
1 Tc 0.11 0.20 -0.25  2.38
2 Cl 0.75 1.55 -2.09  0.19
3 P 2.32 -0.39 0.25  0.05
4 C 3.45 1.09 0.12  0.02
5 C 2.93 -1.24 1.79  0.00
6 C 2.86 -1.44 -1.19  0.02
7 C 2.79 2.34 0.72  0.01
8 H 3.51 1.23 -0.97  0.00
9 C 4.86 0.90 0.70  0.00
10 H 4.86 0.97 1.79  0.00
11 H 5.48 1.72 0.31  0.00
12 H 5.33 -0.04 0.40  0.00
13 H 2.01 2.73 0.06  0.00
14 H 3.55 3.12 0.85  0.00
15 H 2.34 2.13 1.70  0.00
16 H 2.63 -0.77 -2.04  0.00
17 C 2.02 -2.71 -1.33  0.01
18 C 4.36 -1.75 -1.19  0.00
19 H 4.96 -0.86 -1.41  0.00
20 H 4.56 -2.48 -1.99  0.00
21 H 4.69 -2.19 -0.24  0.00
22 H 1.05 -2.65 -0.82  0.01
23 H 2.55 -3.60 -0.96  0.00
24 H 1.80 -2.88 -2.40  0.00
25 C 2.47 -0.47 3.04  0.00
26 H 4.03 -1.20 1.73  0.00
27 C 2.49 -2.70 1.91  0.00
28 H 2.93 0.52 3.13  0.00
29 H 2.75 -1.06 3.92  0.00
30 H 1.37 -0.38 3.03  0.00
31 H 1.40 -2.77 1.80  0.00
32 H 2.75 -3.04 2.92  0.00
33 H 2.99 -3.35 1.19  0.00
34 H 0.30 1.13 1.06  0.06
35 H -0.30 -1.20 -0.97  0.06
36 P -2.19 0.69 -0.62  0.05
37 C -2.60 0.63 -2.44  0.01
38 C -3.64 -0.16 0.16  0.00
39 C -2.33 2.50 -0.23  0.02
40 C -1.90 -0.55 -3.12  0.01
41 H -2.13 1.57 -2.80  0.00
42 C -4.09 0.63 -2.78  0.00
43 H -4.54 -0.35 -2.61  0.00
44 H -4.18 0.87 -3.84  0.00
45 H -4.66 1.39 -2.23  0.00
46 H -0.82 -0.39 -3.18  0.01
47 H -2.29 -0.65 -4.14  0.00
48 H -2.09 -1.49 -2.59  0.00
49 H -1.55 2.93 -0.89  0.00
50 C -1.94 2.81 1.22  0.01
51 C -3.69 3.09 -0.61  0.00
52 H -3.82 3.13 -1.70  0.00
53 H -3.73 4.13 -0.24  0.00
54 H -4.52 2.54 -0.16  0.00
55 H -1.44 1.97 1.73  0.01
56 H -2.82 3.10 1.82  0.00
57 H -1.24 3.65 1.23  0.00
58 C -3.59 -1.67 -0.11  0.00
59 H -4.53 0.26 -0.35  0.00
60 C -3.76 0.09 1.66  0.00
61 H -3.87 -1.94 -1.13  0.00
62 H -4.29 -2.16 0.58  0.00
63 H -2.58 -2.05 0.12  0.00
64 H -2.85 -0.25 2.17  0.00
65 H -4.59 -0.51 2.03  0.00
66 H -3.96 1.14 1.90  0.00
67 N -0.84 -1.67 2.17  0.06
68 C -0.47 -0.99 1.27  -0.02

Values from the calculation:
Spin multiplicity: 4
Total charge: 0
LUMO level (spin up / spin down), eV: 0.78 / -1.23


# 4
Formula: CH4ClP
Source: the OMol25 dataset
Level of theory: ωB97M-V/def2-TZVPD

Last column: Mulliken charge in e.
Cartesian coordinates (Å):
1 C 0.59 1.00 -0.39  -0.40
2 P -0.86 0.28 0.42  -0.10
3 Cl 2.02 0.00 -0.46  -0.14
4 H 0.33 1.16 -1.36  0.27
5 H 1.05 2.54 -0.01  0.23
6 H -0.66 0.54 1.78  0.06
7 H -1.67 1.58 0.16  0.08

Values from the calculation:
Energy relative to the best compared isomer or geometry (same formula, charge and spin), kcal/mol: 62.26
Total charge: 0
LUMO level, eV: 0.27


# 5
Formula: C13H12N2O3S
Source: the OMol25 dataset
Level of theory: ωB97M-V/def2-TZVPD

Last column: Mulliken charge in e.
Cartesian coordinates (Å):
1 C -3.36 -1.43 1.88  -1.47
2 C -2.16 -1.23 0.99  0.64
3 O -2.02 -1.83 -0.05  -0.54
4 C -1.14 -0.24 1.44  0.08
5 C -1.42 0.80 2.33  -0.49
6 C -0.45 1.71 2.68  -0.73
7 C 0.83 1.60 2.15  -0.52
8 C 1.11 0.56 1.28  0.27
9 S 2.75 0.48 0.54  1.18
10 O 3.21 -0.87 0.54  -0.62
11 O 3.56 1.51 1.10  -0.70
12 N 2.45 0.96 -1.04  -0.30
13 C 1.60 0.26 -1.89  0.52
14 C 0.63 0.90 -2.65  -0.48
15 C -0.18 0.15 -3.48  -0.48
16 C 0.02 -1.22 -3.53  -0.34
17 N 0.95 -1.84 -2.82  -0.60
18 C 1.72 -1.13 -2.03  -0.26
19 C 0.15 -0.36 0.93  -0.06
20 H -3.05 -1.54 2.92  0.40
21 H -3.91 -2.31 1.55  0.36
22 H -4.01 -0.56 1.80  0.35
23 H -2.42 0.91 2.73  0.35
24 H -0.68 2.52 3.36  0.41
25 H 1.62 2.30 2.39  0.51
26 H 2.37 1.97 -1.09  0.30
27 H 0.51 1.98 -2.58  0.35
28 H -0.94 0.62 -4.08  0.40
29 H -0.59 -1.85 -4.16  0.38
30 H 2.46 -1.67 -1.46  0.57
31 H 0.39 -1.17 0.26  0.52

Values from the calculation:
SMILES: CC(=O)c1cccc(S(=O)(=O)Nc2cccnc2)c1
Energy relative to the best compared isomer or geometry (same formula, charge and spin), kcal/mol: 34.53
Total charge: 0
LUMO level, eV: -0.11


# 6
Formula: C4H17NO6
Source: the OMol25 dataset
Level of theory: ωB97M-V/def2-TZVPD

Last column: Mulliken charge in e.
Cartesian coordinates (Å):
1 C -1.98 1.66 -0.83  -0.89
2 N -0.92 1.35 0.21  -0.14
3 C -0.44 0.04 0.48  0.50
4 O -0.85 -1.01 0.16  -0.59
5 C 0.74 0.05 1.54  -0.80
6 C 2.00 -0.10 0.55  -0.23
7 O 2.09 0.98 -0.41  -0.51
8 H -1.40 1.61 -1.82  0.29
9 H -2.58 0.79 -0.81  0.29
10 H -2.55 2.54 -0.68  0.32
11 H -0.27 2.03 0.47  0.32
12 H 0.66 -0.77 2.27  0.38
13 H 0.92 1.03 2.05  0.21
14 H 1.90 -0.95 0.00  0.31
15 H 2.96 0.20 1.17  0.28
16 H 1.59 1.69 -0.43  0.25
17 O -2.48 -2.63 -1.72  -0.60
18 H -2.01 -2.24 -1.04  0.41
19 H -1.88 -3.32 -1.96  0.29
20 O -0.83 2.95 2.26  -0.56
21 H -0.99 2.78 3.19  0.27
22 H -1.22 3.78 1.97  0.27
23 O 1.14 -3.39 1.37  -0.63
24 H 1.17 -4.12 0.69  0.30
25 H 0.65 -2.69 0.97  0.30
26 O 1.50 0.40 -3.20  -0.65
27 H 1.14 -0.43 -3.34  0.29
28 H 1.78 0.30 -2.24  0.32

Values from the calculation:
SMILES: CNC(=O)CCO.O.O.O.O
Energy relative to the best compared isomer or geometry (same formula, charge and spin), kcal/mol: 55.05
Total charge: 0
LUMO level, eV: 0.18